{
  "formula": "C63H44BrClEuN6O2",
  "method": "ωB97M-V/def2-TZVPD",
  "spin_multiplicity": 7,
  "charge": -1,
  "homo_ha": [-0.15098, -0.15106],
  "symbols": ["Eu", "C", "C", "C", "C", "C", "C", "C", "C", "C", "C", "C", "N", "C", "C", "C", "C", "C", "C", "C", "C", "C", "C", "C", "C", "C", "N", "C", "C", "C", "C", "C", "C", "C", "C", "C", "C", "C", "C", "N", "C", "C", "N", "C", "C", "C", "C", "C", "C", "H", "H", "H", "H", "H", "H", "H", "H", "H", "H", "H", "H", "H", "H", "H", "H", "H", "H", "H", "H", "H", "H", "H", "H", "H", "H", "H", "H", "Br", "C", "C", "C", "C", "O", "C", "C", "N", "C", "C", "C", "C", "C", "C", "C", "C", "N", "C", "C", "H", "H", "H", "H", "H", "H", "H", "H", "H", "H", "C", "C", "C", "O", "H", "H", "H", "H", "H", "H", "Cl"],
  "positions_angstrom": [[0.9737, -22.5054, 6.5576], [-1.1493, -25.3497, -0.2832], [-1.2217, -24.0701, 0.2909], [-0.5157, -23.8332, 1.4794], [0.1907, -24.8183, 2.1520], [0.2129, -26.1168, 1.6058], [-0.4866, -26.3809, 0.4214], [0.7445, -24.5110, 3.4846], [-0.0608, -25.0127, 4.5234], [-1.1839, -25.9126, 4.4801], [-1.5435, -26.2121, 5.7530], [-0.7696, -25.3241, 6.6124], [0.0782, -24.6278, 5.8751], [-0.9474, -25.3000, 7.9959], [-0.1163, -24.6357, 8.9324], [-0.2946, -24.5257, 10.3794], [0.7697, -23.8523, 10.8887], [1.5509, -23.4846, 9.7622], [2.7329, -22.7492, 9.8152], [3.2199, -22.4844, 11.2021], [2.5797, -21.4863, 11.9753], [3.0579, -21.2595, 13.2507], [4.0847, -21.9898, 13.7956], [4.7072, -22.9618, 13.0316], [4.3395, -23.1878, 11.7136], [3.5584, -22.4399, 8.7448], [3.3538, -22.6450, 7.4068], [4.3609, -22.0744, 6.7175], [4.5753, -22.1762, 5.3076], [5.9117, -21.7067, 4.8628], [6.0003, -20.7600, 3.8443], [7.2706, -20.3378, 3.4327], [8.4041, -20.9179, 3.9521], [8.3046, -21.8837, 4.9673], [7.0498, -22.3046, 5.3650], [3.7729, -22.8654, 4.4050], [3.9909, -23.0032, 3.0040], [2.9023, -23.5309, 2.4332], [1.9713, -23.7400, 3.5550], [2.4588, -23.3119, 4.7098], [5.2105, -21.4026, 7.6711], [4.7629, -21.7043, 8.9186], [0.9605, -23.9542, 8.5873], [-2.2332, -25.7722, 8.5958], [-3.4179, -25.2006, 8.1362], [-4.6363, -25.6617, 8.5610], [-4.7513, -26.6795, 9.5149], [-3.5613, -27.2179, 10.0105], [-2.3605, -26.7825, 9.5283], [-1.6927, -25.5938, -1.1646], [-1.7613, -23.2895, -0.2040], [-0.4931, -22.7986, 1.8778], [0.7819, -26.8431, 2.1534], [-0.4713, -27.4064, 0.1078], [-1.5076, -26.4163, 3.5710], [-2.2571, -26.9736, 6.0198], [-1.0684, -24.9495, 10.9761], [0.9769, -23.6836, 11.8955], [1.8012, -20.8804, 11.5452], [2.6339, -20.4202, 13.7878], [4.4189, -21.7538, 14.7435], [5.5320, -23.4890, 13.5126], [4.9486, -23.9006, 11.2331], [5.0557, -20.3620, 3.4012], [7.3696, -19.5669, 2.7223], [9.3694, -20.5260, 3.6004], [9.2416, -22.3458, 5.3282], [6.9528, -23.0895, 6.0770], [4.8736, -22.6368, 2.5011], [2.7412, -23.7655, 1.3828], [6.1079, -20.8369, 7.5308], [5.2399, -21.4503, 9.8846], [-3.3926, -24.3905, 7.3933], [-5.5374, -25.1772, 8.1242], [-5.6970, -27.0324, 9.8477], [-3.4949, -27.9463, 10.8318], [-1.5262, -27.3386, 9.8651], [2.7457, -18.6241, -0.0703], [2.4745, -19.2020, 1.7114], [3.3294, -18.8580, 2.7715], [3.0240, -19.2297, 4.0566], [1.9261, -20.1554, 4.3129], [1.8688, -20.6119, 5.5159], [1.0484, -20.4166, 3.2660], [-0.3107, -20.9014, 3.4234], [-0.8065, -21.5497, 4.4252], [-2.2226, -21.6265, 4.4920], [-2.7850, -22.8103, 4.7962], [-4.1961, -22.9219, 5.0294], [-4.9806, -21.8014, 4.8790], [-4.4192, -20.5976, 4.5044], [-5.2031, -19.4321, 4.4775], [-4.6192, -18.2071, 4.1348], [-3.2067, -18.2043, 3.9277], [-2.4421, -19.2597, 4.0650], [-3.0059, -20.4521, 4.3416], [1.3890, -19.9797, 1.9478], [4.1694, -18.1946, 2.5271], [3.6878, -18.9661, 4.8477], [-0.9375, -20.6587, 2.5688], [-2.1893, -23.7031, 4.9316], [-4.5626, -23.9418, 5.2755], [-6.0983, -21.9189, 4.9519], [-6.2816, -19.3946, 4.7284], [-5.2670, -17.3840, 3.9491], [-2.6795, -17.2938, 3.6367], [0.6616, -20.1229, 1.1909], [1.7121, -18.3130, 9.1979], [1.1063, -19.2845, 8.1983], [0.2440, -18.7317, 7.1538], [1.3881, -20.4519, 8.3783], [2.5589, -17.8039, 8.6613], [2.0656, -18.8691, 10.0642], [1.0438, -17.5130, 9.5413], [-0.5039, -18.0698, 7.6246], [-0.2423, -19.5171, 6.5271], [0.8169, -18.0752, 6.4759], [-1.5073, -21.7600, 7.6468]],
  "atomic_forces_ev_per_a": [[0.2, 0.5, 0.3], [0.2, -0.3, 1.8], [1.2, -1.3, 0.1], [-0.3, 1.3, -0.4], [-0.3, -0.6, -0.9], [-0.6, 1.4, -0.3], [0.5, 0.8, 0.4], [-0.1, 0.0, 0.2], [0.8, 1.7, 1.6], [0.3, -1.3, -0.7], [-0.2, 0.5, -0.8], [-1.2, -1.3, 0.7], [1.4, 0.6, -1.6], [-0.3, 0.5, 1.3], [-0.5, 0.1, 0.2], [0.3, -0.4, 0.1], [-1.2, -0.9, -1.6], [0.5, 0.5, -1.4], [-0.7, -1.5, 0.6], [0.5, 0.4, -0.2], [1.3, -1.3, -0.4], [-0.7, 1.0, 0.0], [-0.5, -0.4, -1.6], [0.4, 0.2, 0.5], [-1.2, 1.1, 1.4], [0.7, 0.4, -0.9], [-1.5, -0.4, 0.3], [0.1, 0.4, 0.1], [0.3, -0.7, 1.0], [-0.9, 0.1, -1.1], [-0.1, 0.4, -0.1], [-1.0, -0.7, 0.5], [0.7, 0.3, 0.6], [0.9, 0.0, -1.0], [0.8, 0.4, 0.2], [-1.8, 0.8, 1.2], [1.1, 0.5, -0.4], [-1.2, -0.5, 0.3], [-1.5, -1.4, -0.4], [1.8, 0.4, -0.2], [0.8, -0.2, 0.2], [0.5, 0.5, 0.5], [1.6, 1.1, 0.3], [-0.1, -0.1, -1.2], [0.4, 0.5, -0.7], [-1.6, 0.0, 0.1], [1.1, 0.4, -0.3], [-1.1, -0.1, 0.7], [0.6, 0.0, -0.2], [-0.3, -0.1, -0.6], [-0.2, 0.4, -0.1], [-0.2, -0.9, -0.1], [0.0, -0.6, 0.0], [-0.2, -0.2, -0.6], [-0.1, 0.2, 0.3], [-0.1, 0.1, 0.3], [-0.5, -0.3, 0.1], [0.3, 0.3, 1.3], [-0.2, -0.1, -0.1], [-0.1, -0.1, 0.3], [0.7, 0.3, 1.9], [-0.1, -0.1, -0.4], [0.0, -0.7, -1.3], [1.2, -0.3, 0.5], [0.0, 0.8, -0.9], [-0.3, -0.4, 0.3], [-0.8, 0.2, 0.0], [-0.1, -0.4, 0.5], [0.1, -0.3, 0.0], [-0.1, 0.0, 0.4], [0.3, 0.1, -0.5], [-0.5, 0.0, -0.9], [0.2, -0.3, 0.5], [0.6, -0.5, 0.5], [-0.7, -0.1, 0.2], [-0.5, 0.1, -0.6], [1.1, -0.1, 0.3], [0.3, 0.2, -0.1], [0.2, -0.6, 0.1], [0.0, 1.1, -0.3], [-0.7, -0.9, -1.4], [1.9, 0.9, 1.6], [-0.9, -0.1, -0.3], [-0.4, -0.1, -1.4], [0.1, -0.7, 0.6], [0.6, 0.7, -0.3], [1.6, 0.4, -0.4], [-1.8, -1.1, 0.7], [0.9, -0.2, -0.5], [-1.6, -2.6, 0.2], [0.4, 1.3, 0.7], [0.0, 2.1, -0.6], [0.5, -2.3, 0.0], [-0.5, 0.2, 0.0], [0.1, 0.3, -0.1], [-1.1, -0.2, 0.0], [-0.5, 0.4, 1.7], [-0.2, -0.3, 0.4], [0.2, 0.1, 0.6], [-0.3, 0.1, 0.0], [0.1, 0.2, 0.0], [-0.1, 1.0, -0.1], [1.3, 0.4, 0.1], [0.7, -0.6, -0.3], [0.0, 0.8, 0.1], [-0.2, 0.0, 0.1], [-0.5, -0.3, -0.8], [0.5, 0.8, -0.5], [0.7, -0.1, 1.6], [-1.0, 0.1, -1.5], [-0.3, -0.4, -0.8], [-0.5, -0.5, 0.6], [0.2, 0.0, -0.2], [-0.1, -0.2, -0.3], [0.1, -0.4, -0.1], [0.3, 0.7, 0.7], [0.0, -0.2, 0.3], [0.3, -0.2, 0.0]]
}

{
  "formula": "C63H50NO9",
  "method": "ωB97M-V/def2-TZVPD",
  "charge": 1,
  "homo_ha": -0.41564,
  "symbols": ["C", "C", "O", "C", "C", "C", "C", "C", "N", "H", "H", "H", "H", "H", "H", "H", "H", "H", "H", "H", "H", "H", "H", "H", "H", "H", "H", "C", "C", "C", "C", "C", "C", "C", "O", "C", "C", "C", "C", "C", "C", "C", "O", "H", "H", "H", "H", "H", "H", "H", "H", "C", "C", "C", "C", "C", "C", "C", "O", "C", "C", "C", "C", "C", "C", "C", "O", "H", "H", "H", "H", "H", "H", "H", "H", "C", "C", "C", "C", "C", "C", "C", "O", "C", "C", "C", "C", "C", "C", "C", "O", "H", "H", "H", "H", "H", "H", "H", "H", "C", "C", "C", "C", "C", "C", "C", "O", "C", "C", "C", "C", "C", "C", "C", "O", "H", "H", "H", "H", "H", "H", "H", "H"],
  "positions_angstrom": [[-2.4641, 2.7660, 2.0132], [-1.8106, 1.4140, 1.7582], [-2.7516, 0.3890, 2.0134], [-2.2296, -0.9210, 1.9599], [-1.7247, -1.3681, 0.5723], [-0.2082, -1.1948, 0.2936], [0.2174, -0.3246, -0.8909], [-0.4895, -0.6185, -2.2086], [-1.8189, 0.1445, -2.3118], [-3.4549, 2.6038, 2.4380], [-1.8899, 3.3612, 2.7225], [-2.5805, 3.3575, 1.1039], [-1.4558, 1.3363, 0.7166], [-0.9253, 1.2606, 2.3921], [-1.4219, -1.0433, 2.6985], [-3.0427, -1.5805, 2.2660], [-2.3639, -0.8648, -0.1629], [-1.9719, -2.4282, 0.4823], [0.2719, -0.7877, 1.1865], [0.2305, -2.1871, 0.1605], [1.2870, -0.4516, -1.0712], [0.0961, 0.7410, -0.6632], [0.1022, -0.3089, -3.0676], [-0.7466, -1.6711, -2.3221], [-2.6166, -0.4881, -2.3776], [-1.9592, 0.7210, -1.4775], [-1.8367, 0.7563, -3.1294], [-2.4458, -9.7037, 5.8467], [-1.7953, -9.1447, 6.9411], [-1.8737, -7.7824, 7.1762], [-2.6049, -6.9718, 6.3158], [-3.2554, -7.5326, 5.2141], [-3.1729, -8.9009, 4.9840], [-4.0310, -6.6905, 4.2611], [-4.5846, -7.1651, 3.2939], [-4.0921, -5.2212, 4.5334], [-4.7833, -4.4029, 3.6465], [-4.8315, -3.0366, 3.8652], [-4.2088, -2.4814, 4.9786], [-3.5316, -3.2938, 5.8710], [-3.4611, -4.6647, 5.6445], [-2.6722, -5.5106, 6.5924], [-2.0926, -5.0098, 7.5315], [-2.3843, -10.7690, 5.6680], [-1.2271, -9.7752, 7.6120], [-1.3782, -7.3266, 8.0227], [-3.6856, -9.3142, 4.1261], [-5.2615, -4.8589, 2.7899], [-5.3482, -2.3940, 3.1627], [-4.2447, -1.4115, 5.1404], [-3.0389, -2.8871, 6.7446], [6.8047, 5.2657, -2.5733], [6.4850, 6.5779, -2.2443], [5.1782, 6.9230, -1.9409], [4.1821, 5.9550, -1.9679], [4.5031, 4.6352, -2.3009], [5.8173, 4.2953, -2.6018], [3.4612, 3.5790, -2.3464], [3.7148, 2.4252, -2.6242], [2.0533, 3.9885, -2.0477], [1.0539, 3.0308, -2.1320], [-0.2598, 3.3923, -1.8959], [-0.5937, 4.6980, -1.5533], [0.4056, 5.6505, -1.4569], [1.7274, 5.2996, -1.7109], [2.7874, 6.3579, -1.6334], [2.5035, 7.4889, -1.3153], [7.8273, 5.0013, -2.8078], [7.2590, 7.3335, -2.2246], [4.9091, 7.9374, -1.6801], [6.0444, 3.2687, -2.8549], [1.3353, 2.0236, -2.4133], [-1.0445, 2.6513, -1.9998], [-1.6254, 4.9760, -1.3845], [0.1831, 6.6779, -1.2026], [-5.3973, 5.8232, -7.7745], [-5.2350, 5.2171, -9.0153], [-4.0657, 4.5362, -9.3105], [-3.0483, 4.4637, -8.3667], [-3.2103, 5.0737, -7.1204], [-4.3893, 5.7502, -6.8279], [-2.1398, 5.0131, -6.0878], [-2.3028, 5.4621, -4.9716], [-0.8568, 4.3499, -6.4665], [0.1924, 4.3535, -5.5551], [1.3738, 3.7034, -5.8599], [1.5235, 3.0486, -7.0781], [0.4891, 3.0625, -8.0000], [-0.7029, 3.7133, -7.6979], [-1.8031, 3.7167, -8.7101], [-1.6832, 3.1342, -9.7642], [-6.3115, 6.3561, -7.5488], [-6.0232, 5.2789, -9.7540], [-3.9189, 4.0559, -10.2684], [-4.4922, 6.2185, -5.8585], [0.0602, 4.8670, -4.6106], [2.1840, 3.6993, -5.1407], [2.4482, 2.5363, -7.3092], [0.5817, 2.5749, -8.9611], [0.1271, -3.4953, 4.8371], [0.0322, -3.8635, 3.4975], [1.1771, -3.9627, 2.7229], [2.4193, -3.6821, 3.2787], [2.5134, -3.3173, 4.6207], [1.3647, -3.2262, 5.3974], [3.8374, -3.0221, 5.2495], [3.9192, -2.7107, 6.4159], [5.0472, -3.1292, 4.3828], [6.2922, -2.8597, 4.9384], [7.4324, -2.9552, 4.1584], [7.3357, -3.3203, 2.8202], [6.0981, -3.5878, 2.2602], [4.9495, -3.4932, 3.0380], [3.6301, -3.7796, 2.4099], [3.5319, -4.0694, 1.2356], [-0.7620, -3.4272, 5.4467], [-0.9382, -4.0877, 3.0679], [1.1338, -4.2636, 1.6842], [1.4636, -2.9490, 6.4384], [6.3439, -2.5813, 5.9822], [8.4011, -2.7473, 4.5933], [8.2295, -3.3980, 2.2152], [5.9992, -3.8760, 1.2225]],
  "atomic_forces_ev_per_a": [[0.0, 0.1, 0.0], [0.1, -0.2, 0.0], [-0.1, 0.0, -0.2], [0.2, -0.2, 0.0], [0.0, 0.0, 0.1], [-0.1, -0.1, 0.1], [-0.1, 0.1, 0.0], [-0.1, -0.1, 0.0], [0.0, 0.0, 0.0], [0.0, 0.0, 0.0], [0.0, 0.0, 0.0], [0.0, -0.1, 0.0], [0.0, 0.1, 0.0], [-0.1, 0.0, 0.0], [0.0, 0.0, -0.1], [0.0, 0.1, 0.0], [0.0, 0.0, 0.1], [0.0, 0.0, 0.0], [0.0, 0.0, 0.0], [0.0, 0.1, 0.0], [0.0, 0.0, 0.1], [0.0, 0.0, 0.0], [0.0, 0.0, 0.0], [0.1, 0.0, 0.0], [0.0, 0.0, 0.0], [0.0, 0.0, 0.0], [0.0, 0.0, 0.0], [0.0, 0.0, 0.0], [0.0, 0.0, 0.0], [0.0, 0.0, 0.0], [0.0, 0.0, 0.0], [0.0, 0.0, 0.0], [0.0, 0.0, 0.0], [0.0, 0.1, 0.1], [0.0, 0.0, 0.0], [0.0, 0.0, 0.0], [0.0, 0.0, 0.0], [0.0, 0.0, -0.1], [0.0, 0.0, 0.0], [0.0, 0.0, 0.0], [0.0, 0.0, 0.0], [0.0, 0.0, -0.1], [0.0, 0.0, 0.0], [0.0, 0.0, 0.0], [0.0, 0.0, 0.0], [0.0, 0.0, 0.0], [0.0, 0.0, 0.0], [0.0, 0.0, 0.0], [-0.1, 0.0, 0.0], [0.0, 0.0, 0.0], [0.0, 0.0, 0.0], [0.0, 0.0, 0.0], [0.0, 0.0, 0.0], [0.0, 0.0, 0.0], [0.0, 0.0, 0.0], [0.0, 0.0, 0.0], [0.0, 0.0, 0.0], [-0.1, 0.1, 0.0], [0.0, 0.0, 0.0], [0.1, 0.0, 0.0], [-0.2, 0.0, -0.1], [0.0, -0.1, 0.0], [0.0, 0.0, 0.0], [0.0, 0.0, 0.0], [0.1, 0.1, 0.0], [0.0, -0.1, 0.0], [0.0, 0.0, 0.0], [0.0, 0.0, 0.0], [0.0, 0.0, 0.0], [0.0, 0.0, 0.0], [0.0, 0.0, 0.0], [0.0, 0.0, 0.0], [-0.1, 0.1, 0.0], [0.0, 0.0, 0.0], [0.0, 0.0, 0.0], [0.0, 0.0, 0.0], [0.0, 0.0, 0.0], [0.0, 0.0, 0.0], [0.0, 0.0, 0.0], [0.0, 0.0, 0.0], [0.0, 0.0, 0.0], [0.0, -0.1, -0.1], [0.0, 0.0, 0.0], [0.0, 0.0, 0.0], [0.0, 0.0, 0.1], [0.1, -0.1, 0.1], [-0.1, 0.0, -0.1], [0.0, 0.0, 0.0], [0.0, 0.0, 0.0], [0.0, 0.0, 0.1], [0.0, 0.0, 0.0], [0.0, 0.0, 0.0], [0.0, 0.0, 0.0], [0.0, 0.0, 0.0], [0.0, 0.0, 0.0], [0.0, 0.0, 0.0], [0.0, 0.0, 0.0], [0.0, 0.0, 0.0], [0.0, 0.0, 0.0], [0.1, 0.0, 0.0], [0.0, 0.0, 0.0], [-0.2, 0.0, 0.0], [0.0, 0.0, -0.1], [0.1, 0.0, 0.0], [0.0, 0.0, 0.0], [0.0, 0.0, -0.1], [0.0, 0.0, 0.0], [0.0, 0.0, 0.0], [0.0, 0.0, 0.0], [0.0, 0.0, 0.0], [0.0, 0.0, 0.0], [0.0, 0.0, 0.0], [0.0, 0.0, 0.0], [0.0, 0.0, 0.1], [0.0, 0.0, 0.0], [-0.1, 0.0, 0.0], [0.0, 0.0, 0.0], [0.0, 0.0, 0.0], [0.0, 0.0, 0.0], [0.0, 0.0, 0.0], [0.0, 0.0, 0.0], [0.0, 0.0, 0.0], [0.0, 0.0, 0.0]]
}